DFT (ωB97M-V/def2-TZVPD) results for a 14-piece molecular cluster, C56H112O28 overall at a distorted geometry.

Gap between HOMO and LUMO   0.3816 hartree
Energy above the lowest of the compared OMol25 structures with the same formula, charge and spin   0.541 eV
Energy   -4307.8065 Ha
Net charge   0
Molecular weight   1233.484 g/mol

```
196
C56H112O28 | OMol25 | ωB97M-V/def2-TZVPD
O 0.52 5.19 -0.29
C 0.26 5.94 -1.22
O -0.07 5.65 -2.50
C -0.31 4.25 -2.91
C 1.01 3.61 -3.22
C 0.17 7.41 -1.00
H -0.90 4.41 -3.82
H -0.91 3.75 -2.16
H 1.54 4.31 -3.81
H 1.03 2.64 -3.74
H 1.59 3.37 -2.30
H 0.66 7.72 -0.12
H -0.91 7.67 -0.95
H 0.68 7.99 -1.79
O -1.59 1.07 -6.43
C -1.05 0.06 -5.99
O -1.52 -1.20 -6.07
C -2.64 -1.57 -6.83
C -3.72 -1.65 -5.75
C 0.24 0.03 -5.14
H -2.36 -2.51 -7.29
H -2.88 -0.81 -7.54
H -3.59 -2.51 -5.11
H -4.66 -1.74 -6.28
H -3.78 -0.76 -5.16
H 0.89 0.88 -5.38
H 0.84 -0.88 -5.25
H -0.12 0.23 -4.09
O -3.28 -2.38 0.32
C -2.73 -3.27 0.95
O -3.24 -4.52 1.20
C -4.56 -4.93 0.69
C -4.49 -5.16 -0.79
C -1.37 -3.19 1.57
H -5.24 -4.07 0.92
H -4.91 -5.82 1.29
H -5.47 -5.44 -1.23
H -3.88 -6.03 -1.00
H -4.01 -4.30 -1.19
H -1.58 -2.94 2.62
H -0.71 -2.47 1.11
H -0.88 -4.14 1.47
O -2.63 7.07 0.55
C -2.77 6.86 1.74
O -3.92 6.75 2.36
C -5.13 7.07 1.72
C -5.59 8.50 1.98
C -1.55 6.69 2.59
H -5.84 6.29 2.02
H -4.94 6.97 0.65
H -4.96 9.24 1.45
H -5.70 8.63 3.02
H -6.55 8.65 1.48
H -1.72 6.07 3.50
H -1.07 7.62 2.93
H -0.82 6.27 1.92
O 0.22 -6.24 1.83
C -0.86 -6.80 1.72
O -1.32 -7.41 0.63
C -0.47 -7.29 -0.59
C -0.75 -5.97 -1.24
C -1.76 -6.98 2.88
H -0.81 -8.10 -1.20
H 0.52 -7.45 -0.10
H -0.25 -5.76 -2.17
H -0.56 -5.12 -0.55
H -1.81 -5.95 -1.48
H -2.41 -7.80 2.70
H -2.39 -6.09 3.02
H -1.21 -7.21 3.78
O -0.27 3.34 4.00
C 0.65 3.59 4.71
O 1.80 4.13 4.18
C 1.84 4.31 2.75
C 3.02 5.13 2.39
C 0.84 3.31 6.20
H 0.91 4.78 2.43
H 1.94 3.33 2.24
H 2.95 5.44 1.31
H 4.02 4.68 2.50
H 3.00 6.08 2.89
H -0.12 3.23 6.68
H 1.50 4.09 6.52
H 1.37 2.35 6.24
O 2.70 -0.26 2.49
C 2.03 0.28 3.34
O 2.55 1.08 4.27
C 3.94 1.25 4.25
C 4.29 2.18 5.47
C 0.49 0.19 3.47
H 4.24 1.79 3.38
H 4.43 0.25 4.32
H 5.37 2.33 5.60
H 3.84 1.72 6.35
H 3.75 3.16 5.37
H 0.13 1.19 3.64
H 0.34 -0.42 4.38
H 0.08 -0.28 2.55
O 2.98 -5.75 -1.82
C 3.17 -4.57 -1.57
O 4.02 -3.82 -2.27
C 4.79 -4.43 -3.40
C 5.86 -3.51 -3.82
C 2.50 -3.84 -0.44
H 4.02 -4.72 -4.09
H 5.21 -5.34 -3.03
H 6.64 -3.96 -4.50
H 6.42 -3.17 -2.96
H 5.54 -2.62 -4.27
H 2.27 -4.44 0.40
H 1.55 -3.63 -0.92
H 2.99 -2.89 -0.19
O -3.81 0.35 2.97
C -4.62 -0.28 2.32
O -5.09 -1.47 2.71
C -4.43 -2.00 3.88
C -5.04 -3.40 4.10
C -5.15 0.10 0.95
H -4.69 -1.32 4.67
H -3.37 -2.03 3.65
H -6.12 -3.36 4.40
H -4.51 -3.95 4.94
H -4.99 -3.98 3.18
H -5.97 0.79 1.07
H -5.49 -0.78 0.45
H -4.39 0.64 0.48
O 0.43 -2.81 -3.16
C -0.77 -2.89 -3.45
O -1.23 -3.73 -4.38
C -0.25 -4.70 -4.90
C -1.07 -5.78 -5.57
C -1.84 -2.06 -2.76
H 0.34 -5.02 -4.06
H 0.38 -4.17 -5.57
H -0.53 -6.70 -5.72
H -1.40 -5.42 -6.56
H -2.02 -5.93 -5.02
H -2.10 -1.23 -3.39
H -1.51 -1.75 -1.74
H -2.74 -2.62 -2.63
O -6.05 2.90 2.13
C -4.93 3.37 2.10
O -4.41 3.96 0.95
C -5.12 3.84 -0.28
C -4.19 4.29 -1.46
C -4.00 3.55 3.25
H -5.96 4.49 -0.19
H -5.49 2.82 -0.42
H -3.39 3.51 -1.54
H -3.77 5.24 -1.22
H -4.72 4.52 -2.37
H -4.01 4.60 3.56
H -3.00 3.09 3.07
H -4.38 3.00 4.15
O 7.73 -3.55 -0.84
C 8.16 -3.62 0.31
O 7.85 -2.78 1.29
C 6.88 -1.76 1.03
C 7.06 -0.76 2.11
C 9.15 -4.66 0.85
H 5.87 -2.10 1.07
H 7.09 -1.39 0.06
H 6.75 -1.00 3.12
H 6.43 0.07 1.93
H 8.08 -0.39 2.10
H 10.08 -4.08 0.79
H 9.23 -5.53 0.19
H 8.94 -4.90 1.89
O 5.24 1.27 -2.75
C 4.15 0.77 -2.49
O 3.29 1.27 -1.50
C 3.62 2.42 -0.69
C 4.56 2.01 0.42
C 3.54 -0.41 -3.24
H 2.70 2.89 -0.40
H 4.10 3.15 -1.34
H 5.49 1.57 0.07
H 4.03 1.30 1.08
H 4.88 2.90 1.01
H 3.76 -1.28 -2.65
H 3.89 -0.47 -4.28
H 2.45 -0.27 -3.24
O 0.13 1.14 -1.83
C 0.47 0.49 -0.88
O 0.04 0.84 0.36
C -0.48 2.16 0.47
C -2.00 2.05 0.36
C 1.14 -0.88 -0.85
H -0.07 2.84 -0.26
H -0.18 2.51 1.48
H -2.41 3.08 0.43
H -2.31 1.46 1.24
H -2.29 1.61 -0.58
H 1.10 -1.33 -1.80
H 0.48 -1.47 -0.18
H 2.12 -0.82 -0.38
```